This record from the OMol25 dataset describes a 3-piece molecular cluster, C22H48N4O6PS2 overall. The level of theory is ωB97M-V/def2-TZVPD.

Element x y z (Å)
C (3.576, 7.540, -1.096)
C (3.089, 6.704, -2.423)
P (2.639, 4.886, -2.041)
C (1.232, 4.727, -0.759)
C (-0.203, 4.954, -1.587)
S (4.394, 3.775, -1.490)
O (4.349, 3.239, -0.011)
O (5.581, 4.816, -1.496)
N (4.857, 2.526, -2.627)
S (3.474, 1.757, -3.364)
N (2.254, 1.252, -2.174)
O (3.914, 0.439, -4.113)
O (2.839, 2.655, -4.497)
H (3.538, 6.844, -0.156)
H (2.843, 8.463, -0.981)
H (4.656, 7.965, -1.268)
H (4.000, 6.678, -3.191)
H (2.128, 7.203, -2.895)
H (1.260, 5.604, 0.036)
H (1.141, 3.666, -0.257)
H (-1.083, 4.299, -1.150)
H (-0.546, 6.087, -1.558)
H (-0.039, 4.627, -2.714)
H (1.946, 2.091, -1.615)
H (2.769, 0.601, -1.514)
C (-3.923, -0.457, 1.048)
C (-2.723, 0.502, 0.825)
C (-1.506, 0.021, 1.659)
C (-1.645, 0.304, 3.151)
C (-1.955, 1.776, 3.400)
C (-3.181, 2.291, 2.599)
N (-3.130, 1.912, 1.146)
O (-2.207, 2.770, 0.519)
C (-4.488, 1.750, 3.240)
C (-3.288, 3.838, 2.818)
C (-2.381, 0.300, -0.690)
H (-4.838, -0.056, 0.596)
H (-3.739, -1.434, 0.584)
H (-4.122, -0.676, 2.095)
H (-0.591, 0.510, 1.300)
H (-1.350, -1.056, 1.514)
H (-2.420, -0.332, 3.591)
H (-0.710, 0.039, 3.660)
H (-2.115, 1.930, 4.474)
H (-1.065, 2.364, 3.138)
H (-5.353, 1.934, 2.592)
H (-4.695, 2.247, 4.196)
H (-4.453, 0.688, 3.478)
H (-2.380, 4.372, 2.516)
H (-3.440, 4.076, 3.878)
H (-4.136, 4.257, 2.262)
H (-3.206, 0.639, -1.329)
H (-2.205, -0.759, -0.916)
H (-1.471, 0.829, -0.993)
C (0.535, -7.062, 0.513)
C (-0.252, -5.731, 0.368)
C (-0.969, -5.694, -1.008)
C (-0.024, -5.434, -2.176)
C (0.806, -4.177, -1.935)
C (1.557, -4.186, -0.577)
N (0.673, -4.566, 0.576)
O (-0.122, -3.447, 0.886)
C (2.768, -5.154, -0.657)
C (2.231, -2.785, -0.387)
C (-1.347, -5.842, 1.482)
H (1.174, -7.048, 1.403)
H (-0.147, -7.914, 0.622)
H (1.152, -7.304, -0.351)
H (-1.738, -4.910, -1.006)
H (-1.500, -6.638, -1.184)
H (0.627, -6.298, -2.342)
H (-0.608, -5.312, -3.095)
H (1.520, -4.058, -2.760)
H (0.136, -3.307, -1.985)
H (3.201, -5.329, 0.335)
H (3.567, -4.739, -1.285)
H (2.531, -6.117, -1.106)
H (1.510, -1.960, -0.422)
H (2.957, -2.585, -1.184)
H (2.769, -2.732, 0.568)
H (-0.894, -5.859, 2.481)
H (-1.930, -6.765, 1.370)
H (-2.072, -5.022, 1.446)

Properties
Kohn-Sham gap (alpha / beta) = 7.026 / 6.120 eV
total charge = -1
HOMO energy (alpha / beta) = -0.1833 / -0.1833 hartree
spin multiplicity = 3